1.
{
  "formula": "C4H12",
  "method": "the ωB97M-V functional and the def2-TZVPD basis",
  "e_lumo_ev": 1.142,
  "e_above_lowest_kcal_mol": 15.1,
  "max_force_ev_per_a": 1.911,
  "e_homo_ev": -11.312,
  "smiles": "CC.CC",
  "orbital_gap_ev": 12.4538,
  "species": ["C", "C", "C", "C", "H", "H", "H", "H", "H", "H", "H", "H", "H", "H", "H", "H"],
  "positions_angstrom": [[0.439, -0.385, -1.786], [-0.037, 1.400, 1.744], [-0.433, -1.282, -2.680], [0.064, 0.241, 2.758], [-0.098, 0.545, 3.792], [1.475, -0.659, -1.601], [-1.474, -1.024, -2.575], [0.906, -0.442, 2.653], [-0.329, 0.859, 0.855], [0.650, 0.542, -2.310], [-0.144, -2.319, -2.573], [-0.809, -0.422, 2.658], [-0.807, 2.049, 2.144], [-0.160, -1.038, -3.708], [0.887, 1.946, 1.572], [-0.129, -0.010, -0.944]],
  "nbo_charge": [-0.619, -0.608, -0.613, -0.609, 0.200, 0.212, 0.210, 0.205, 0.203, 0.200, 0.208, 0.197, 0.206, 0.201, 0.205, 0.201]
}

2.
{
  "formula": "C4H12",
  "method": "the ωB97M-V functional and the def2-TZVPD basis",
  "e_lumo_ev": 1.089,
  "e_above_lowest_kcal_mol": 28.3,
  "max_force_ev_per_a": 5.142,
  "e_homo_ev": -10.910,
  "smiles": "CC.CC",
  "orbital_gap_ev": 11.9989,
  "species": ["C", "C", "C", "C", "H", "H", "H", "H", "H", "H", "H", "H", "H", "H", "H", "H"],
  "positions_angstrom": [[-2.322, -1.676, 0.153], [2.179, 1.299, -0.784], [1.060, 1.465, 0.266], [-0.958, -1.092, 0.347], [0.101, 1.487, -0.308], [2.021, 0.336, -1.372], [-0.328, -1.061, -0.540], [3.129, 1.143, -0.041], [-2.720, -1.314, -0.832], [-0.464, -1.457, 1.235], [-2.123, -2.797, 0.109], [-2.898, -1.585, 1.077], [0.943, 0.631, 0.946], [2.511, 2.093, -1.395], [1.181, 2.570, 0.769], [-1.107, -0.020, 0.457]],
  "nbo_charge": [-0.611, -0.608, -0.607, -0.610, 0.193, 0.203, 0.203, 0.188, 0.212, 0.203, 0.194, 0.211, 0.215, 0.213, 0.203, 0.197]
}

3.
{
  "formula": "C4H12",
  "method": "the ωB97M-V functional and the def2-TZVPD basis",
  "e_lumo_ev": 1.052,
  "e_above_lowest_kcal_mol": 37.3,
  "max_force_ev_per_a": 4.665,
  "e_homo_ev": -11.094,
  "smiles": "CC.CC",
  "orbital_gap_ev": 12.1455,
  "species": ["C", "C", "C", "C", "H", "H", "H", "H", "H", "H", "H", "H", "H", "H", "H", "H"],
  "positions_angstrom": [[1.408, 0.099, -1.575], [-1.738, -1.034, 2.211], [1.105, 1.581, -1.840], [-0.810, -0.627, 1.119], [-2.091, -0.111, 2.857], [1.462, 2.204, -0.988], [-1.206, 0.157, 0.463], [0.964, -0.461, -2.430], [-2.543, -1.777, 1.924], [-1.343, -1.589, 3.204], [0.920, -0.339, -0.728], [-0.208, -1.282, 0.667], [0.002, 1.719, -1.816], [0.097, -0.131, 1.556], [1.701, 1.878, -2.759], [2.454, -0.383, -1.440]],
  "nbo_charge": [-0.620, -0.632, -0.619, -0.636, 0.216, 0.201, 0.213, 0.198, 0.213, 0.208, 0.200, 0.212, 0.215, 0.206, 0.215, 0.209]
}

4.
{
  "formula": "C4H12",
  "method": "the ωB97M-V functional and the def2-TZVPD basis",
  "e_lumo_ev": 1.124,
  "e_above_lowest_kcal_mol": 11.9,
  "max_force_ev_per_a": 2.201,
  "e_homo_ev": -11.453,
  "smiles": "CC.CC",
  "orbital_gap_ev": 12.5768,
  "species": ["C", "C", "C", "C", "H", "H", "H", "H", "H", "H", "H", "H", "H", "H", "H", "H"],
  "positions_angstrom": [[0.740, -2.566, -1.611], [-1.670, 2.234, 1.207], [-0.232, 2.022, 0.779], [1.145, -1.655, -0.445], [0.221, -3.439, -1.221], [-2.229, 2.747, 0.423], [1.623, -2.988, -2.100], [-0.139, 1.370, -0.098], [0.924, -2.211, 0.483], [0.492, 1.707, 1.535], [0.165, 2.968, 0.410], [0.250, -2.062, -2.442], [-1.716, 2.837, 2.115], [-2.198, 1.338, 1.523], [0.431, -0.848, -0.323], [2.195, -1.454, -0.236]],
  "nbo_charge": [-0.619, -0.609, -0.610, -0.631, 0.209, 0.205, 0.204, 0.201, 0.202, 0.207, 0.201, 0.208, 0.202, 0.202, 0.211, 0.216]
}

5.
{
  "formula": "C4H12",
  "method": "the ωB97M-V functional and the def2-TZVPD basis",
  "e_lumo_ev": 1.267,
  "e_above_lowest_kcal_mol": 57.0,
  "max_force_ev_per_a": 7.622,
  "e_homo_ev": -10.331,
  "smiles": "CC.CC",
  "orbital_gap_ev": 11.5974,
  "species": ["C", "C", "C", "C", "H", "H", "H", "H", "H", "H", "H", "H", "H", "H", "H", "H"],
  "positions_angstrom": [[1.134, -6.175, -1.796], [0.597, -5.117, -2.838], [-1.395, 5.967, 1.830], [-0.358, 5.332, 2.855], [0.909, -5.716, -0.872], [-1.174, 7.042, 1.557], [-0.540, -5.108, -2.760], [-1.018, 5.210, 3.597], [-2.400, 5.788, 1.977], [-0.167, 4.144, 2.742], [0.586, 5.903, 2.968], [2.159, -6.256, -2.147], [1.154, -4.186, -2.693], [0.672, -7.071, -1.611], [0.791, -5.238, -3.962], [-0.842, 5.447, 0.897]],
  "nbo_charge": [-0.615, -0.615, -0.620, -0.616, 0.205, 0.211, 0.204, 0.203, 0.205, 0.192, 0.220, 0.208, 0.208, 0.205, 0.200, 0.205]
}

6.
{
  "formula": "C4H12",
  "method": "the ωB97M-V functional and the def2-TZVPD basis",
  "e_lumo_ev": 1.141,
  "e_above_lowest_kcal_mol": 27.5,
  "max_force_ev_per_a": 4.263,
  "e_homo_ev": -11.061,
  "smiles": "CC.CC",
  "orbital_gap_ev": 12.2027,
  "species": ["C", "C", "C", "C", "H", "H", "H", "H", "H", "H", "H", "H", "H", "H", "H", "H"],
  "positions_angstrom": [[-0.080, -1.785, 1.873], [0.120, 0.369, -2.226], [-0.129, 1.649, -1.524], [0.055, -0.303, 1.908], [-1.126, 1.989, -1.503], [0.538, 0.159, 1.020], [-1.147, -2.075, 1.747], [-0.123, 0.475, -3.269], [1.272, 0.262, -2.317], [0.552, -2.164, 2.635], [-0.474, -0.562, -1.818], [0.871, -0.016, 2.726], [-0.826, 0.261, 2.070], [0.036, 1.717, -0.418], [0.260, 2.540, -2.000], [0.373, -2.163, 0.940]],
  "nbo_charge": [-0.633, -0.618, -0.629, -0.607, 0.204, 0.205, 0.214, 0.208, 0.207, 0.217, 0.213, 0.192, 0.207, 0.205, 0.209, 0.204]
}

7.
{
  "formula": "C4H12",
  "method": "the ωB97M-V functional and the def2-TZVPD basis",
  "e_lumo_ev": 1.151,
  "e_above_lowest_kcal_mol": 24.1,
  "max_force_ev_per_a": 2.799,
  "e_homo_ev": -11.111,
  "smiles": "CC.CC",
  "orbital_gap_ev": 12.2627,
  "species": ["C", "C", "C", "C", "H", "H", "H", "H", "H", "H", "H", "H", "H", "H", "H", "H"],
  "positions_angstrom": [[1.379, 0.762, -0.851], [-0.350, -1.853, 0.708], [-1.573, -0.985, 0.993], [0.609, 2.081, -1.072], [0.538, -1.550, 1.272], [2.382, 1.035, -1.234], [-0.037, 2.040, -1.939], [0.968, -0.168, -1.252], [1.205, 2.971, -0.797], [-0.134, -1.807, -0.354], [-1.179, -0.079, 1.492], [-0.274, 2.144, -0.402], [-0.460, -2.883, 1.032], [1.350, 0.579, 0.225], [-2.370, -0.975, 0.260], [-2.053, -1.313, 1.920]],
  "nbo_charge": [-0.618, -0.610, -0.638, -0.631, 0.204, 0.208, 0.216, 0.209, 0.215, 0.202, 0.217, 0.198, 0.203, 0.202, 0.219, 0.204]
}

8.
{
  "formula": "C4H12",
  "method": "the ωB97M-V functional and the def2-TZVPD basis",
  "spin_multiplicity": 2,
  "e_lumo_ev": [-3.188, -11.582],
  "e_above_lowest_kcal_mol": 17.8,
  "max_force_ev_per_a": 1.542,
  "e_homo_ev": [-15.790, -15.023],
  "total_charge": 1,
  "orbital_gap_ev": [12.6018, 3.4410],
  "species": ["C", "C", "C", "C", "H", "H", "H", "H", "H", "H", "H", "H", "H", "H", "H", "H"],
  "positions_angstrom": [[-0.072, 1.318, 1.156], [-1.110, -1.545, -1.442], [0.376, -1.772, -1.825], [0.827, 2.014, 2.112], [-1.150, -1.428, -0.326], [0.642, -2.816, -1.636], [1.038, -1.107, -1.282], [0.396, -1.570, -2.884], [0.210, 2.824, 2.571], [0.596, 0.771, 0.456], [1.180, 1.421, 2.973], [-0.820, 1.754, 0.462], [-1.539, -0.711, -2.002], [-1.761, -2.412, -1.587], [-0.780, 0.596, 1.638], [1.728, 2.510, 1.773]],
  "nbo_charge": [-0.540, -0.578, -0.593, -0.584, 0.221, 0.231, 0.197, 0.240, 0.357, 0.334, 0.316, 0.366, 0.218, 0.248, 0.302, 0.265]
}

9.
{
  "formula": "C4H12",
  "method": "the ωB97M-V functional and the def2-TZVPD basis",
  "spin_multiplicity": 2,
  "e_lumo_ev": [-3.017, -10.319],
  "e_above_lowest_kcal_mol": 9.1,
  "max_force_ev_per_a": 1.924,
  "e_homo_ev": [-16.338, -15.913],
  "total_charge": 1,
  "orbital_gap_ev": [13.3204, 5.5934],
  "species": ["C", "C", "C", "C", "H", "H", "H", "H", "H", "H", "H", "H", "H", "H", "H", "H"],
  "positions_angstrom": [[-0.082, 1.960, 0.833], [-0.263, -1.641, -0.811], [0.703, -1.156, -1.846], [-0.467, 0.849, 1.780], [0.007, -0.916, 0.109], [0.392, -0.220, -2.267], [-0.156, -0.103, 1.231], [0.681, -2.027, -2.581], [0.119, 0.972, 2.691], [-1.266, -1.225, -0.937], [1.761, -1.170, -1.559], [0.503, 2.734, 1.332], [0.837, 1.589, 0.350], [-0.906, 2.257, 0.186], [-1.515, 0.787, 2.068], [-0.346, -2.690, -0.579]],
  "nbo_charge": [-0.626, -0.454, -0.612, -0.493, 0.309, 0.250, 0.209, 0.328, 0.257, 0.261, 0.282, 0.284, 0.245, 0.244, 0.253, 0.261]
}

10.
{
  "formula": "C4H12",
  "method": "the ωB97M-V functional and the def2-TZVPD basis",
  "spin_multiplicity": 2,
  "e_lumo_ev": [-2.984, -11.591],
  "e_above_lowest_kcal_mol": 15.4,
  "max_force_ev_per_a": 1.221,
  "e_homo_ev": [-15.893, -14.618],
  "total_charge": 1,
  "orbital_gap_ev": [12.9087, 3.0275],
  "species": ["C", "C", "C", "C", "H", "H", "H", "H", "H", "H", "H", "H", "H", "H", "H", "H"],
  "positions_angstrom": [[0.926, 1.784, -1.213], [-1.323, -1.312, 0.483], [2.205, 1.077, -1.145], [-1.849, -1.558, 1.879], [-1.250, -2.400, 2.280], [-2.859, -1.971, 1.858], [-2.012, -1.523, -0.328], [0.698, 2.363, -0.298], [2.661, 0.994, -2.154], [-0.895, -0.316, 0.328], [-1.770, -0.681, 2.496], [1.038, 2.695, -1.872], [0.064, 1.206, -1.543], [2.143, -0.016, -0.924], [-0.474, -1.999, 0.244], [2.881, 1.458, -0.383]],
  "nbo_charge": [-0.581, -0.579, -0.585, -0.607, 0.271, 0.247, 0.246, 0.302, 0.345, 0.206, 0.236, 0.374, 0.268, 0.332, 0.267, 0.258]
}